No. 1
Density functional theory data (ωB97M-V/def2-TZVPD) for a 19-piece molecular cluster, C40H95F2N12O36S2 overall in a non-equilibrium geometry.

Geometry (Å):
N  0.666  0.405  0.162
S  -0.636  0.177  -0.636
O  -1.211  1.360  -1.270
O  -1.481  -0.882  -0.169
F  0.120  -0.433  -1.939
S  0.019  1.291  1.406
O  -1.193  0.760  2.156
O  0.103  2.761  1.227
F  1.196  0.971  2.520
C  -2.561  -7.497  1.730
C  -3.033  -6.162  1.187
O  -4.131  -5.750  1.452
N  -2.010  -5.332  0.353
H  -1.101  -5.328  0.792
H  -1.905  -5.674  -0.592
C  -2.472  -3.855  0.281
H  -2.951  -7.655  2.736
H  -1.494  -7.662  1.884
H  -2.954  -8.338  1.158
H  -2.580  -3.437  1.282
H  -3.421  -3.788  -0.251
H  -1.797  -3.277  -0.350
C  -5.663  3.269  -0.724
C  -4.708  2.105  -0.370
O  -3.611  2.318  0.108
N  -5.185  0.661  -0.544
H  -6.181  0.759  -0.678
H  -4.738  0.380  -1.405
C  -4.750  -0.205  0.628
H  -5.388  4.105  -0.081
H  -6.735  3.102  -0.612
H  -5.580  3.553  -1.773
H  -4.079  0.347  1.286
H  -4.055  -0.935  0.213
H  -5.651  -0.564  1.126
C  -5.310  4.752  5.618
C  -4.989  4.161  4.235
O  -4.311  4.680  3.414
N  -5.625  2.786  4.043
H  -6.092  2.593  4.917
H  -6.344  2.937  3.350
C  -4.544  1.759  3.676
H  -4.851  5.741  5.595
H  -4.683  4.300  6.387
H  -6.377  4.729  5.837
H  -3.929  2.143  2.861
H  -5.026  0.818  3.412
H  -3.866  1.501  4.490
C  -1.706  4.130  -2.862
C  -2.658  3.071  -3.460
O  -3.880  3.214  -3.325
N  -2.040  1.835  -4.052
H  -1.057  2.059  -4.001
H  -2.283  1.060  -3.451
C  -2.361  1.697  -5.543
H  -0.947  4.470  -3.567
H  -1.047  3.761  -2.077
H  -2.166  5.050  -2.502
H  -3.290  1.160  -5.732
H  -1.489  1.228  -5.999
H  -2.331  2.691  -5.989
C  -1.480  5.252  2.031
C  -0.226  6.049  2.309
O  -0.246  7.305  2.291
N  0.869  5.213  2.885
H  1.097  5.575  3.800
H  0.572  4.288  3.160
C  2.040  5.044  1.894
H  -1.335  4.872  1.020
H  -2.270  5.993  1.909
H  -1.662  4.492  2.791
H  2.556  4.221  2.389
H  2.640  5.954  1.888
H  1.669  4.911  0.878
C  2.719  -3.936  0.108
C  1.642  -2.902  0.117
O  0.686  -2.928  -0.656
N  1.683  -1.918  1.288
H  2.621  -1.692  1.588
H  1.360  -1.099  0.794
C  0.625  -2.322  2.324
H  2.303  -4.866  -0.280
H  3.187  -4.128  1.074
H  3.464  -3.600  -0.612
H  0.618  -1.490  3.028
H  0.975  -3.217  2.837
H  -0.385  -2.448  1.936
C  4.501  -5.117  3.802
C  3.976  -3.749  4.273
O  2.732  -3.605  4.400
N  4.928  -2.603  4.630
H  5.770  -2.780  4.100
H  4.644  -1.723  4.224
C  5.425  -2.559  6.091
H  5.082  -4.920  2.901
H  3.708  -5.807  3.512
H  4.989  -5.444  4.721
H  5.790  -3.477  6.550
H  4.607  -2.248  6.740
H  6.234  -1.835  6.197
C  3.063  2.254  6.132
C  2.844  0.952  6.759
O  3.777  0.318  7.266
N  1.425  0.506  6.960
H  1.123  0.355  7.912
H  0.830  1.267  6.667
C  1.177  -0.613  5.996
H  3.973  2.671  6.565
H  2.291  3.006  6.291
H  3.226  2.106  5.065
H  0.149  -0.965  6.088
H  1.874  -1.420  6.221
H  1.243  -0.280  4.960
C  3.667  2.656  -9.251
C  4.265  1.399  -8.513
O  4.823  0.473  -9.105
N  4.245  1.389  -6.960
H  5.123  0.969  -6.692
H  4.350  2.347  -6.658
C  3.015  0.648  -6.461
H  3.016  2.306  -10.052
H  4.411  3.258  -9.774
H  3.105  3.349  -8.624
H  2.056  1.121  -6.675
H  3.232  0.747  -5.397
H  3.018  -0.381  -6.818
C  -1.676  -3.919  -6.355
C  -0.301  -4.002  -5.736
O  0.558  -4.699  -6.251
N  -0.009  -3.080  -4.532
H  -0.861  -3.067  -3.990
H  0.723  -3.501  -3.977
C  0.419  -1.714  -5.065
H  -1.669  -3.780  -7.436
H  -2.185  -3.039  -5.960
H  -2.305  -4.801  -6.239
H  1.135  -1.712  -5.887
H  0.772  -1.140  -4.209
H  -0.543  -1.296  -5.362
C  2.188  2.913  -1.761
C  3.171  2.579  -0.676
O  3.877  3.381  -0.119
N  3.279  1.078  -0.373
H  3.845  0.984  0.458
H  2.392  0.690  -0.086
C  3.949  0.198  -1.507
H  1.224  2.418  -1.641
H  2.655  2.646  -2.709
H  2.061  3.991  -1.855
H  3.472  0.440  -2.457
H  3.746  -0.844  -1.259
H  5.002  0.470  -1.591
O  -3.910  -2.648  -3.039
C  -3.505  -1.432  -3.186
O  -2.361  -1.269  -3.647
O  -4.288  -0.498  -2.969
H  -3.117  -3.169  -3.187
O  3.138  -2.521  -3.933
C  3.059  -3.786  -3.453
O  1.985  -4.420  -3.321
O  4.090  -4.333  -3.175
H  4.088  -2.588  -4.055
O  -3.085  -5.805  -4.201
C  -2.416  -5.543  -3.111
O  -1.937  -4.382  -2.969
O  -2.230  -6.456  -2.324
H  -3.280  -6.667  -3.826
O  4.767  1.288  2.084
C  4.495  0.142  2.689
O  4.005  -0.828  2.097
O  4.758  0.076  3.889
H  5.067  1.847  2.804
O  -1.808  3.793  5.360
C  -0.812  2.891  5.212
O  -0.653  2.245  6.287
O  -0.059  2.893  4.241
H  -1.997  3.519  6.260
O  0.138  3.578  -6.307
C  0.986  3.134  -5.394
O  2.176  3.436  -5.479
O  0.570  2.373  -4.545
H  0.862  4.130  -6.610
O  -1.759  -1.025  4.464
C  -2.718  -1.822  3.962
O  -2.772  -3.069  4.119
O  -3.616  -1.182  3.387
H  -1.859  -0.169  4.041

Output
Relative energy (zero: lowest compared OMol25 entry of this formula, charge and spin) = 0.000 eV
Frontier orbital gap = 6.2312 eV
LUMO = -6.25 eV
Charge = +3
Spin multiplicity = 1
Highest occupied orbital energy = -12.48 eV

These are the Löwdin partial charges, in e, on atoms 1 to 99:
1. N -0.320
2. S 0.492
3. O -0.267
4. O -0.225
5. F -0.175
6. S 0.685
7. O -0.267
8. O -0.289
9. F -0.203
10. C 0.020
11. C -0.326
12. O 0.176
13. N 0.140
14. H 0.156
15. H 0.102
16. C 0.009
17. H 0.099
18. H 0.081
19. H 0.104
20. H 0.086
21. H 0.103
22. H 0.057
23. C 0.034
24. C -0.331
25. O 0.103
26. N 0.125
27. H 0.168
28. H 0.096
29. C 0.038
30. H 0.090
31. H 0.088
32. H 0.079
33. H 0.053
34. H 0.092
35. H 0.115
36. C 0.043
37. C -0.383
38. O 0.174
39. N 0.122
40. H 0.165
41. H 0.180
42. C 0.037
43. H 0.105
44. H 0.099
45. H 0.104
46. H 0.086
47. H 0.084
48. H 0.109
49. C 0.031
50. C -0.311
51. O 0.103
52. N 0.108
53. H 0.068
54. H 0.112
55. C 0.050
56. H 0.082
57. H 0.065
58. H 0.095
59. H 0.112
60. H 0.088
61. H 0.096
62. C 0.019
63. C -0.334
64. O 0.132
65. N 0.098
66. H 0.184
67. H 0.076
68. C 0.046
69. H 0.089
70. H 0.100
71. H 0.072
72. H 0.098
73. H 0.112
74. H 0.092
75. C 0.048
76. C -0.347
77. O 0.135
78. N 0.093
79. H 0.078
80. H 0.055
81. C 0.058
82. H 0.117
83. H 0.075
84. H 0.098
85. H 0.071
86. H 0.088
87. H 0.095
88. C 0.036
89. C -0.297
90. O 0.083
91. N 0.119
92. H 0.165
93. H 0.086
94. C 0.048
95. H 0.096
96. H 0.105
97. H 0.102
98. H 0.107
99. H 0.085

***

No. 2
Density functional theory data (ωB97M-V/def2-TZVPD) for a 11-piece molecular cluster, C41H101N3O18 overall in a non-equilibrium geometry.

Geometry (Å):
C  2.510  -8.302  3.680
C  2.349  -6.778  3.771
C  0.876  -6.535  4.164
C  3.279  -6.366  4.910
C  3.300  -4.852  5.130
C  3.871  -4.148  3.898
C  3.196  -4.655  2.602
C  1.910  -3.838  2.285
C  4.195  -4.431  1.477
N  2.868  -6.107  2.580
O  2.125  -6.437  1.396
H  2.257  -8.751  4.641
H  1.914  -8.764  2.894
H  3.562  -8.563  3.533
H  0.425  -5.599  3.850
H  0.280  -7.378  3.812
H  0.798  -6.596  5.253
H  3.030  -6.878  5.843
H  4.314  -6.680  4.738
H  2.278  -4.469  5.231
H  3.800  -4.625  6.071
H  4.958  -4.238  3.882
H  3.607  -3.093  3.961
H  1.799  -3.871  1.197
H  1.972  -2.779  2.544
H  0.945  -4.213  2.620
H  3.821  -4.729  0.492
H  4.996  -5.155  1.653
H  4.557  -3.408  1.387
H  2.873  -6.875  0.971
C  -3.312  5.367  2.219
C  -2.322  6.515  1.954
C  -3.102  7.860  1.760
C  -1.455  6.605  3.209
C  -0.091  7.245  2.974
C  0.574  6.546  1.783
C  -0.205  6.616  0.459
C  -0.091  8.083  -0.084
C  0.434  5.674  -0.554
N  -1.594  6.249  0.715
O  -2.361  6.102  -0.436
H  -4.001  5.567  3.044
H  -3.932  5.019  1.394
H  -2.748  4.493  2.551
H  -2.461  8.733  1.923
H  -3.457  8.056  0.750
H  -3.865  7.888  2.538
H  -2.047  7.192  3.915
H  -1.323  5.603  3.611
H  -0.250  8.317  2.840
H  0.559  7.081  3.834
H  0.661  5.470  1.955
H  1.566  6.993  1.709
H  -0.351  8.135  -1.142
H  0.945  8.374  0.084
H  -0.782  8.735  0.448
H  1.503  5.779  -0.701
H  -0.168  5.656  -1.464
H  0.225  4.668  -0.161
H  -2.577  6.998  -0.747
C  -0.473  -0.909  -3.027
C  0.021  -1.216  -1.579
C  -0.053  -2.702  -1.226
C  1.484  -0.798  -1.539
C  1.963  -0.660  -0.099
C  1.135  0.383  0.669
C  -0.376  0.099  0.623
C  -0.694  -0.836  1.798
C  -1.056  1.445  0.816
N  -0.760  -0.351  -0.717
O  -2.118  -0.728  -0.730
H  -0.251  0.143  -3.168
H  -0.022  -1.506  -3.819
H  -1.527  -1.188  -3.000
H  -1.027  -3.185  -1.362
H  0.559  -3.347  -1.871
H  0.295  -2.971  -0.228
H  2.239  -1.425  -2.015
H  1.618  0.190  -2.001
H  1.934  -1.695  0.274
H  3.027  -0.494  0.102
H  1.477  1.324  0.226
H  1.587  0.433  1.664
H  -1.708  -1.236  1.800
H  -0.554  -0.386  2.786
H  0.023  -1.660  1.858
H  -0.733  1.965  1.717
H  -2.151  1.424  0.884
H  -0.943  2.171  0.004
H  -2.531  -0.004  -1.220
O  3.433  -6.659  -1.758
C  2.231  -6.056  -2.262
C  2.281  -5.967  -3.798
O  1.912  -7.190  -4.419
H  3.411  -7.568  -2.073
H  1.358  -6.671  -2.016
H  2.078  -5.110  -1.745
H  3.216  -5.507  -4.131
H  1.524  -5.237  -4.109
H  2.444  -7.864  -3.978
O  1.426  3.243  5.411
C  0.495  3.661  4.419
C  -0.580  2.639  4.202
O  -1.136  2.213  5.454
H  0.978  2.585  5.961
H  0.120  4.655  4.710
H  1.106  3.908  3.542
H  -0.098  1.756  3.777
H  -1.395  3.133  3.669
H  -1.996  2.621  5.561
O  -3.793  -3.388  -1.446
C  -4.554  -4.392  -2.100
C  -5.534  -3.768  -3.111
O  -4.751  -3.351  -4.221
H  -3.233  -2.967  -2.107
H  -3.886  -5.075  -2.632
H  -5.145  -4.963  -1.384
H  -6.097  -2.949  -2.667
H  -6.199  -4.614  -3.330
H  -5.060  -2.481  -4.493
O  -1.310  2.385  -3.925
C  -0.627  3.537  -3.439
C  -0.815  4.676  -4.434
O  -0.092  4.447  -5.628
H  -0.732  1.983  -4.584
H  -1.098  3.775  -2.481
H  0.403  3.328  -3.129
H  -0.424  5.614  -4.018
H  -1.879  4.850  -4.596
H  -0.539  4.712  -6.430
O  -4.524  4.876  -2.969
C  -4.493  3.475  -3.017
C  -3.656  2.896  -1.876
O  -4.136  3.416  -0.639
H  -5.165  5.081  -2.281
H  -5.479  2.998  -2.946
H  -4.150  3.015  -3.948
H  -2.585  3.112  -1.960
H  -3.657  1.801  -1.844
H  -3.561  4.146  -0.380
O  7.017  2.144  0.510
C  5.976  2.810  1.214
C  4.636  2.096  1.060
O  4.196  2.201  -0.298
H  7.124  2.494  -0.376
H  6.295  2.861  2.255
H  5.857  3.836  0.861
H  3.982  2.704  1.689
H  4.611  1.039  1.316
H  4.605  1.523  -0.842
O  0.314  -2.673  -6.268
C  -0.509  -3.830  -6.215
C  -1.885  -3.603  -5.563
O  -2.653  -4.737  -5.871
H  1.098  -2.817  -5.735
H  -0.712  -4.157  -7.232
H  -0.015  -4.604  -5.624
H  -2.196  -2.631  -5.972
H  -1.825  -3.415  -4.486
H  -3.524  -4.564  -5.486
O  -5.482  -1.206  -0.683
H  -5.358  -2.164  -0.652
H  -4.610  -0.855  -0.473

Output
Frontier orbital gap = 8.7326 eV
LUMO = 0.37 eV
Spin multiplicity = 1
Highest occupied orbital energy = -8.36 eV

These are the Löwdin partial charges, in e, on atoms 1 to 99:
1. C -0.049
2. C -0.520
3. C -0.019
4. C -0.159
5. C -0.172
6. C -0.129
7. C -0.479
8. C -0.031
9. C -0.041
10. N -0.094
11. O -0.012
12. H 0.086
13. H 0.079
14. H 0.084
15. H 0.060
16. H 0.077
17. H 0.086
18. H 0.118
19. H 0.123
20. H 0.111
21. H 0.111
22. H 0.116
23. H 0.111
24. H 0.053
25. H 0.074
26. H 0.067
27. H 0.067
28. H 0.092
29. H 0.090
30. H 0.094
31. C -0.016
32. C -0.479
33. C -0.017
34. C -0.138
35. C -0.156
36. C -0.131
37. C -0.507
38. C -0.012
39. C -0.024
40. N -0.121
41. O -0.007
42. H 0.091
43. H 0.069
44. H 0.064
45. H 0.071
46. H 0.072
47. H 0.083
48. H 0.128
49. H 0.080
50. H 0.110
51. H 0.111
52. H 0.104
53. H 0.121
54. H 0.077
55. H 0.083
56. H 0.064
57. H 0.096
58. H 0.058
59. H 0.082
60. H 0.102
61. C 0.001
62. C -0.494
63. C -0.007
64. C -0.137
65. C -0.185
66. C -0.120
67. C -0.479
68. C -0.006
69. C -0.032
70. N -0.084
71. O -0.018
72. H 0.066
73. H 0.072
74. H 0.073
75. H 0.073
76. H 0.071
77. H 0.062
78. H 0.126
79. H 0.119
80. H 0.082
81. H 0.098
82. H 0.113
83. H 0.120
84. H 0.086
85. H 0.077
86. H 0.059
87. H 0.053
88. H 0.088
89. H 0.079
90. H 0.086
91. O -0.072
92. C -0.221
93. C -0.245
94. O -0.049
95. H 0.075
96. H 0.127
97. H 0.099
98. H 0.122
99. H 0.094

***

Question: The highest highest occupied orbital energy belongs to which entry?
Answer: C41H101N3O18

***

Question: What is the LUMO in the first record?
Answer: -6.25 eV